Entry 1:
Below is a structure of composition C33H16BeN9S, with properties calculated with the ωB97M-V functional and the def2-TZVPD basis.

Geometry as XYZ:
```
60
Properties=species:S:1:pos:R:3:forces:R:3
Be -0.3397 -0.5122 -0.0058 -0.139 0.431 -0.134
C 4.0813 -4.1807 2.3755 1.084 -0.987 0.652
C 4.3245 -4.4783 1.0365 -1.285 -0.899 -0.387
C 3.2901 -4.3313 0.1205 0.047 1.331 0.806
C 2.1530 -3.5832 0.4728 0.280 0.209 0.978
C 1.1198 -2.8479 -0.2879 0.189 -1.621 -0.026
N 0.3993 -2.0519 0.5290 0.651 -0.808 0.117
C 0.8535 -2.2990 1.8250 -0.678 0.600 -0.478
N 0.3680 -1.7320 2.9016 -0.391 1.551 0.493
C -0.4592 -0.6656 2.8511 0.197 -0.563 -0.942
C -0.7858 0.1424 4.0210 0.817 -0.383 0.999
C -0.3356 0.0641 5.3518 -0.681 -0.193 0.062
C -0.7090 1.0646 6.2469 0.621 -1.133 0.026
C -1.4792 2.1131 5.7870 -0.297 1.145 0.137
C -1.9364 2.2180 4.4868 0.039 -1.558 0.248
C -1.5918 1.1849 3.6098 -0.213 0.207 -0.657
C -1.7852 0.9859 2.1576 -0.394 -0.752 -0.267
N -2.5631 1.8052 1.4471 1.012 -0.232 0.303
C -2.2981 1.9035 0.1499 -0.191 -0.539 -0.146
N -1.7026 0.9854 -0.6538 -0.141 0.348 0.061
C -1.5812 1.5775 -1.8753 0.207 -0.765 -0.945
N -1.0735 1.0566 -2.9852 0.519 -1.360 0.164
C -0.5069 -0.1577 -2.9624 -0.405 0.162 1.525
N -0.3506 -1.0034 -1.8342 1.137 -0.651 -1.434
C 0.4676 -2.0466 -2.2726 -0.648 0.900 -0.545
N 1.0376 -3.0358 -1.6160 0.285 1.225 1.560
C 0.8875 -1.8433 -3.6594 -0.162 0.100 0.013
C 1.9124 -2.4221 -4.4126 0.285 -0.932 -0.405
C 2.2865 -1.8537 -5.6474 -0.359 -1.520 0.780
C 1.5872 -0.7544 -6.1233 -1.191 0.593 0.362
C 0.5564 -0.1894 -5.3625 -0.587 0.361 0.106
C 0.2171 -0.7099 -4.0884 1.103 0.678 -1.523
C -2.1380 2.9063 -1.8988 -1.127 1.358 0.372
C -2.4704 3.8762 -2.8708 0.066 -0.837 -0.274
C -3.1813 5.0189 -2.5530 -0.157 -0.367 0.800
C -3.5193 5.2769 -1.2077 0.475 -0.141 -0.202
C -3.1648 4.3508 -0.2503 -0.331 -0.471 1.280
C -2.5641 3.1238 -0.6009 -0.989 1.237 -0.049
N -1.0442 -0.1043 1.7194 -0.330 0.227 1.224
C 1.9944 -3.2006 1.8154 -0.088 0.105 -0.578
C 2.9374 -3.5662 2.7856 -0.939 0.065 0.711
H 4.7697 -4.6343 3.1134 -0.278 0.777 -0.319
H 5.1989 -5.0496 0.7677 0.188 0.077 -0.103
H 3.4058 -4.6695 -0.8572 0.197 -0.446 -1.619
H 0.1613 -0.8234 5.7135 0.363 0.007 -0.158
H -0.4368 0.9750 7.3141 -0.090 0.198 -0.750
H -1.7193 2.9213 6.4636 -0.186 -0.011 0.188
H -2.6851 2.9326 4.2693 -0.249 0.893 -0.611
H 2.3683 -3.3871 -4.0786 -0.304 1.122 -0.170
H 2.9895 -2.4262 -6.2710 -0.140 0.639 0.315
H 1.7426 -0.3385 -7.1104 0.289 -0.075 0.006
H -0.0281 0.6510 -5.7702 0.479 -0.327 0.301
H -2.2885 3.6290 -3.9003 0.271 0.097 -0.367
H -3.5707 5.6719 -3.3140 0.223 0.153 -0.317
H -4.0414 6.1886 -0.9042 0.179 -0.301 -0.225
H -3.4052 4.5609 0.8065 0.096 -0.316 -0.595
H 2.7512 -3.4655 3.8578 -0.063 0.345 -0.409
S 0.0831 3.0188 0.8620 1.155 1.257 0.438
C 0.7135 1.6327 0.4219 1.618 -3.062 -0.954
N 1.0973 0.5273 0.0940 -1.043 2.852 0.567
```
Positions in Å, forces in eV/Å.

Properties
Gap between HOMO and LUMO (alpha / beta), eV: 5.050 / 4.914
Charge: -1
E_HOMO (alpha / beta), eV: -3.7 / -3.6


Entry 2:
Below is a structure of composition C33H18AsBrCl5F3FeN4O7S, with properties calculated with the ωB97M-V functional and the def2-TZVPD basis.

Geometry as XYZ:
```
74
Properties=species:S:1:pos:R:3:forces:R:3
Fe -3.9615 -17.3369 11.3184 0.320 0.048 0.371
Cl -2.2190 -19.4795 13.0847 0.301 0.004 -0.349
C -3.7122 -19.0511 13.8548 0.617 -0.198 -0.402
C -4.3943 -17.9522 13.3239 1.669 -0.854 -2.130
C -5.5027 -17.5470 13.9353 -1.315 -0.286 3.208
Cl -6.2336 -16.0362 13.6164 -0.331 0.231 -0.493
C -5.9481 -18.2795 15.0942 -1.608 0.436 -0.711
Cl -7.4883 -17.8012 15.8436 0.915 -0.263 -0.284
C -5.3414 -19.4461 15.5123 0.790 0.307 0.146
Cl -5.9777 -20.3530 16.8208 -0.012 -0.137 0.112
C -4.0949 -19.7997 14.9371 -0.413 0.044 0.723
Cl -3.0492 -21.0020 15.6834 -0.763 0.490 -0.491
Br -6.1945 -25.4085 1.0514 -0.269 -0.427 -0.424
C -5.9931 -24.3925 2.6051 1.060 0.821 0.354
C -6.4557 -24.8358 3.8337 -0.910 -1.451 -2.441
C -6.2531 -24.0832 4.9289 0.462 -0.182 0.842
C -5.4550 -22.9839 4.8643 1.368 2.281 -0.636
C -4.9211 -22.4835 3.6544 0.147 -0.010 -0.589
C -5.2112 -23.2362 2.5112 0.315 0.557 -0.079
N -5.2159 -22.3313 6.0882 -1.190 -0.481 1.282
N -4.3692 -21.4413 6.0526 0.647 0.050 -0.402
C -4.1072 -20.6615 7.1651 0.727 1.197 -0.503
C -3.1748 -19.6973 6.8465 0.257 0.960 -0.425
C -2.7874 -18.5707 7.6213 -1.965 -3.480 -0.449
C -3.3056 -18.5637 8.9143 2.628 1.823 -1.058
O -2.8277 -17.7802 9.8148 0.120 0.781 0.767
C -4.2864 -19.4762 9.2828 -0.390 -2.503 -1.669
N -4.7172 -19.4013 10.5008 -2.044 0.428 3.342
C -5.7094 -20.1976 10.9712 1.964 2.426 -0.890
C -6.1865 -21.1862 10.1592 -0.650 -0.220 1.071
C -5.6859 -21.3675 8.9352 1.014 0.047 -1.286
C -4.7025 -20.5175 8.4239 -0.843 -0.708 0.653
H -6.9801 -25.7899 3.8067 -0.049 0.260 0.463
H -6.5584 -24.4030 5.8915 -0.434 -0.213 0.767
H -4.2719 -21.5410 3.5704 -1.203 -1.701 0.448
H -4.7848 -22.9306 1.5436 -0.379 -0.201 0.481
H -2.7932 -19.8637 5.8454 0.312 0.463 -0.008
H -2.1153 -17.9635 7.1152 1.249 1.569 0.159
H -6.1183 -19.8368 11.8939 -0.148 -0.517 0.573
H -6.9513 -21.8263 10.4808 -1.039 -0.708 0.595
H -6.0319 -22.1491 8.3139 -0.272 -0.697 -0.443
O -6.5278 -14.2004 10.5346 0.148 -0.578 -1.107
As -5.7865 -15.3638 9.4055 -0.109 2.310 0.933
O -6.8694 -15.4581 8.2224 -0.119 -0.387 -0.772
O -5.3927 -16.6832 10.3437 -0.282 -1.171 0.953
C -4.0085 -14.8425 8.8378 -0.411 -0.140 -1.232
C -3.7351 -14.9801 7.4439 0.539 0.591 0.890
C -2.5475 -14.4354 6.9215 -1.217 -0.561 0.597
C -1.5942 -13.8966 7.7874 -0.493 0.411 -2.060
C -1.8041 -13.9134 9.1216 -0.516 -0.542 1.085
C -3.0345 -14.3666 9.6734 1.620 0.829 0.461
S -2.9927 -14.2988 11.5020 -0.396 -1.507 -0.965
O -4.2507 -13.9274 12.0896 -0.550 0.574 -0.192
O -1.8856 -13.4301 11.7341 0.444 -0.102 0.904
O -2.7582 -15.7680 11.8303 0.131 0.500 -0.247
H -5.9581 -13.9807 11.2766 0.592 -0.045 0.330
H -4.4810 -15.5056 6.8567 0.052 0.380 -0.270
H -2.4051 -14.3891 5.8559 0.095 -0.185 -0.232
H -0.7733 -13.3473 7.3201 0.145 -0.461 0.455
H -0.9899 -13.6177 9.7509 -0.105 0.321 0.443
F -9.4907 -17.3106 3.7312 1.399 -1.148 -0.125
C -8.2763 -17.9952 3.8826 -0.950 0.778 -0.610
F -7.3321 -17.1292 3.4591 -0.261 -0.497 -0.141
F -8.2788 -19.0784 3.0255 -0.130 1.451 0.875
C -8.0791 -18.3768 5.3150 0.353 -1.276 -0.263
C -7.7323 -19.7222 5.6053 -0.354 2.159 0.224
C -7.6719 -19.9644 6.9778 -0.673 -2.366 -0.246
N -7.9016 -19.1283 7.9922 -0.095 0.244 -0.920
C -8.1834 -17.8682 7.6520 1.160 0.104 0.887
C -8.2444 -17.4499 6.3236 -0.728 0.218 0.454
H -7.5663 -20.4071 4.7566 -0.091 0.062 1.064
H -7.6216 -21.0279 7.2652 0.482 0.559 -0.033
H -8.1682 -17.1485 8.4981 -0.558 -0.473 -0.990
H -8.5313 -16.4175 6.1681 0.222 -0.037 -0.345
```
Positions in Å, forces in eV/Å.

Properties
Spin multiplicity: 6
Gap between HOMO and LUMO (alpha / beta), eV: 7.025 / 6.762
Charge: -1
Relative energy (zero: lowest compared OMol25 entry of this formula, charge and spin), kJ/mol: 11.1
E_HOMO (alpha / beta), eV: -5.8 / -5.8


Entry 3:
Below is a structure of composition C33H20N9O9SeW, with properties calculated with the ωB97M-V functional and the def2-TZVPD basis.

Geometry as XYZ:
```
73
Properties=species:S:1:pos:R:3:forces:R:3
W 0.2109 0.3988 -0.3782 -0.173 -0.797 0.280
C 3.4107 -2.0721 1.8061 -0.015 -0.042 -0.014
C 2.5386 -1.0287 1.1957 -0.024 0.208 0.020
N 1.4349 -1.2750 0.5959 0.014 0.123 -0.073
N 1.0426 -2.5732 0.4363 -0.022 0.177 -0.024
C -0.0074 -2.5791 -0.3401 0.003 -0.105 0.037
O -0.5084 -1.5139 -0.8480 0.024 0.102 -0.191
C -0.6601 -3.8657 -0.6753 0.034 0.107 0.015
C -0.1236 -5.0707 -0.2321 -0.014 -0.037 0.001
C -0.7514 -6.2632 -0.5508 0.005 0.023 -0.002
C -1.9157 -6.2547 -1.3090 -0.004 -0.027 0.005
C -2.4517 -5.0532 -1.7485 0.001 0.025 -0.012
C -1.8246 -3.8571 -1.4349 -0.019 -0.028 0.000
C 2.9304 0.3884 1.1875 -0.098 -0.273 0.000
C 4.1013 0.8175 1.7844 -0.037 0.057 -0.040
C 4.4290 2.1640 1.7342 0.013 -0.068 0.017
C 3.5631 3.0262 1.0999 -0.026 0.073 -0.038
C 2.4084 2.5258 0.5163 0.053 -0.021 0.000
N 2.0982 1.2308 0.5401 0.255 0.129 0.182
H 2.8901 -3.0235 1.8085 0.000 -0.002 -0.003
H 3.6765 -1.7996 2.8282 -0.006 0.005 0.005
H 4.3336 -2.1754 1.2303 0.001 0.003 0.002
H 0.7817 -5.0579 0.3584 0.003 0.004 0.001
H -0.3333 -7.2012 -0.2086 0.000 -0.002 0.000
H -2.4055 -7.1883 -1.5566 -0.001 0.001 0.000
H -3.3604 -5.0434 -2.3363 -0.001 -0.004 0.001
H -2.2354 -2.9137 -1.7684 -0.003 -0.003 -0.001
H 4.7403 0.0990 2.2740 0.026 0.022 0.016
H 5.3421 2.5254 2.1882 -0.002 -0.001 0.006
H 3.7566 4.0870 1.0367 0.008 -0.003 0.000
H 1.7207 3.1937 0.0325 -0.019 -0.031 -0.002
O -1.2471 6.2831 -2.6534 -0.021 -0.021 -0.017
C -0.7286 5.2570 -2.3057 0.102 -0.009 0.078
C -1.1594 4.3463 -1.1554 -0.012 0.028 -0.143
O -2.1202 4.5257 -0.4295 0.003 0.012 0.010
C -0.2005 3.2783 -1.1560 0.038 -0.094 0.014
C 0.8077 3.3668 -2.1484 -0.014 -0.025 0.075
O 1.7524 2.5807 -2.3241 -0.188 0.179 -0.036
C 0.5267 4.6286 -2.9293 -0.097 -0.053 0.009
O 1.1541 5.0703 -3.8560 0.004 0.016 0.002
O -0.2433 2.2852 -0.2409 0.199 0.175 0.012
N 1.6696 -0.1646 -1.7125 -0.057 0.043 -0.108
C 2.4011 -0.6401 -2.4912 -0.110 0.041 0.021
N 3.1890 -1.2836 -3.2345 0.073 -0.100 0.063
C 3.7117 -0.8515 -4.3688 0.000 0.039 -0.095
N 4.2105 -0.5833 -5.3764 0.022 0.010 0.007
O -0.9812 2.7817 2.8311 -0.031 0.051 0.073
C -1.4866 1.9139 3.7198 0.040 0.082 -0.013
C -2.0214 2.4734 4.8861 -0.014 -0.048 0.012
C -2.5773 1.6716 5.8597 0.001 0.053 0.007
C -2.6257 0.2878 5.7027 0.006 -0.032 -0.024
C -2.1037 -0.2679 4.5535 -0.024 -0.005 0.022
C -1.5237 0.5194 3.5567 0.062 -0.067 -0.002
C -0.9798 -0.1863 2.3593 -0.082 0.179 0.017
O -1.2216 -1.3486 2.1147 0.031 0.018 -0.068
O -0.2206 0.5957 1.6035 0.031 0.017 0.050
H -0.6888 2.3095 2.0300 -0.017 -0.025 -0.008
H -1.9927 3.5499 4.9867 0.002 0.005 -0.002
H -2.9870 2.1283 6.7528 0.002 0.005 -0.004
H -3.0677 -0.3385 6.4658 0.000 -0.004 -0.003
H -2.1268 -1.3368 4.3855 -0.002 -0.006 0.006
Se -3.6197 -0.5025 -0.0523 0.022 -0.003 0.054
N -4.1004 -0.6020 -1.7858 0.021 0.015 -0.003
C -3.1098 -0.0738 -2.5141 -0.028 0.021 -0.032
C -2.9349 -0.0406 -3.9046 0.050 0.020 -0.041
C -1.6998 0.3805 -4.4161 -0.014 0.001 0.020
C -0.6452 0.7235 -3.5896 -0.030 0.068 0.007
N -0.8186 0.7487 -2.2514 0.073 -0.201 0.076
C -2.0174 0.4395 -1.7519 -0.143 -0.053 -0.027
N -2.0775 0.4062 -0.4286 0.122 0.063 -0.175
H -3.7239 -0.3833 -4.5600 0.007 0.002 -0.014
H -1.5390 0.4065 -5.4845 -0.008 -0.004 -0.003
H 0.3351 0.9982 -3.9535 0.004 -0.007 -0.004
```
Positions in Å, forces in eV/Å.

Properties
Spin multiplicity: 3
Gap between HOMO and LUMO (alpha / beta), eV: 5.371 / 6.088
Charge: -1
Relative energy (zero: lowest compared OMol25 entry of this formula, charge and spin), kJ/mol: 85.6
E_HOMO (alpha / beta), eV: -4.5 / -5.3